No. 1
{"formula": "C12H26N3O2P", "method": "ωB97M-V/def2-TZVPD", "symbols": ["C", "C", "C", "P", "C", "C", "C", "C", "C", "O", "C", "C", "O", "C", "C", "N", "N", "N", "H", "H", "H", "H", "H", "H", "H", "H", "H", "H", "H", "H", "H", "H", "H", "H", "H", "H", "H", "H", "H", "H", "H", "H", "H", "H"], "xyz": [[-0.262501, 4.131802, 1.837918], [0.159112, 2.711133, 1.971963], [1.644478, 2.093364, 1.658450], [1.748115, 0.962925, 0.123202], [0.017369, 0.443458, -0.526991], [-0.201212, 0.794264, -2.144715], [-1.815409, 1.011823, -2.521120], [-2.704985, -0.368604, -2.321052], [-3.405556, -0.485887, -0.827091], [-3.955865, -1.831825, -0.539346], [-4.348256, -1.971497, 0.871568], [-3.330578, -1.912828, 2.170290], [-5.663634, -2.172185, 1.151578], [2.506695, -0.709536, 0.774432], [3.638720, -1.339067, -0.230483], [4.233528, -0.345198, -1.215758], [4.768185, -1.872318, 0.674812], [3.170862, -2.533032, -1.046301], [-1.226019, 4.330698, 1.161688], [0.289964, 5.007722, 2.424364], [-0.679390, 1.944568, 2.334788], [2.469597, 2.940937, 1.510578], [1.976303, 1.510176, 2.645065], [-0.857318, 0.984802, 0.030973], [-0.191127, -0.722500, -0.433469], [0.336919, 0.037646, -2.856984], [0.309299, 1.859680, -2.289693], [-2.256565, 1.943441, -1.958458], [-1.873073, 1.256604, -3.687946], [-2.094249, -1.322366, -2.634878], [-3.612591, -0.282083, -3.091063], [-4.269242, 0.335446, -0.761874], [-2.663445, -0.235568, 0.043191], [-3.230436, -2.954847, 2.720927], [-2.261339, -1.463719, 1.902602], [-3.813920, -1.128340, 2.921761], [1.647437, -1.498976, 0.887659], [3.022103, -0.502956, 1.828982], [4.530283, 0.485108, -0.656267], [3.495153, -0.113244, -1.916624], [5.057999, -1.094119, 1.311425], [4.415144, -2.654742, 1.279979], [2.406033, -3.063457, -0.573902], [2.873411, -2.206704, -2.004180]], "atomic_forces_ev_per_a": [[0.60, -2.94, 0.29], [-0.60, 2.39, -0.38], [-0.35, 1.09, 3.35], [-0.07, -0.76, -0.32], [-1.91, -0.89, -0.85], [-0.16, 1.74, 0.72], [0.71, -0.86, -0.82], [-1.22, 0.34, -0.28], [0.54, 1.38, 0.33], [-0.22, 0.97, 2.95], [-6.50, -0.90, 1.15], [0.25, 1.15, -0.27], [8.69, 1.17, -2.09], [-0.45, -0.21, 0.66], [0.60, -0.73, 0.25], [-0.81, -1.07, 1.51], [-0.97, 0.78, -0.16], [-0.60, 1.59, 0.16], [1.57, -0.32, 2.71], [-0.60, -1.83, -2.48], [1.70, 1.38, -2.01], [-2.07, -1.70, 0.20], [-0.57, 0.92, -2.14], [1.75, -0.90, -0.90], [0.59, 2.34, 0.15], [-1.17, 1.31, 1.42], [-0.98, -2.28, 0.07], [0.84, -1.95, -0.89], [0.18, -0.45, 2.57], [-1.09, 1.89, 0.90], [1.95, -0.36, 1.69], [1.70, -1.90, -0.22], [-1.12, -0.37, -1.81], [-0.36, 2.18, -1.49], [-2.27, -1.26, 0.40], [0.86, -1.87, -1.67], [1.60, 1.43, 0.10], [-1.28, -0.44, -2.25], [-0.62, -0.70, -1.08], [0.89, 0.28, 1.12], [-0.36, -1.01, -0.63], [0.26, 1.14, -0.87], [0.78, 0.87, -0.68], [0.28, -0.65, 1.58]], "lowdin_charge": [-0.06, -0.24, -0.41, 0.94, -0.40, -0.26, -0.21, -0.17, -0.19, -0.11, -0.28, -0.03, -0.04, -0.30, -0.65, 0.02, 0.01, 0.04, 0.07, 0.07, 0.10, 0.09, 0.08, 0.06, 0.09, 0.11, 0.10, 0.12, 0.12, 0.12, 0.12, 0.15, 0.09, 0.10, 0.08, 0.11, 0.07, 0.08, 0.07, 0.05, 0.06, 0.08, 0.07, 0.08], "gap_ev": 8.276, "largest_force_ev_per_a": 9.010, "e_homo_ev": -8.381, "mol_weight_g_mol": 275.33}

***

No. 2
{"formula": "C5H8NS", "method": "ωB97M-V/def2-TZVPD", "symbols": ["C", "C", "C", "C", "C", "N", "S", "H", "H", "H", "H", "H", "H", "H", "H"], "xyz": [[-0.248304, -0.404696, -0.969462], [-0.028141, -0.025078, 1.255524], [-0.069437, -1.717267, -0.936678], [-0.441811, -0.284768, 2.435981], [0.643939, 1.735624, -0.114493], [0.165313, 0.403607, 0.139037], [-0.891077, 0.413201, -2.344815], [-0.533714, -2.318861, -1.719587], [0.643977, -2.202281, -0.147198], [0.341996, -0.545780, 3.152945], [-0.684572, -0.741269, -3.040749], [-1.451877, -0.315587, 2.616291], [1.726198, 1.653736, -0.540926], [0.820200, 2.094710, 0.974493], [0.007311, 2.254708, -0.760364]], "atomic_forces_ev_per_a": [[-0.01, 7.53, 0.63], [-0.02, -1.47, 5.32], [1.66, -7.01, 1.34], [2.79, -0.56, 0.21], [4.13, 0.17, 2.79], [-1.26, -0.41, -7.99], [0.89, -1.26, 0.16], [0.30, -0.18, 0.56], [-1.54, 0.89, -1.71], [-0.66, -0.19, 0.32], [-0.38, 0.64, -0.34], [-2.34, 0.08, 0.98], [-2.00, 0.17, 0.42], [-0.66, 0.45, -2.19], [-0.88, 1.17, -0.49]], "lowdin_charge": [-0.65, -0.13, 0.06, 0.13, 0.00, -0.16, 1.04, 0.08, 0.15, 0.10, -0.05, 0.07, 0.15, 0.15, 0.05], "gap_ev": [6.327, 7.349], "spin_multiplicity": 3, "largest_force_ev_per_a": 8.098, "e_homo_ev": [-10.181, -14.709], "charge": 1, "mol_weight_g_mol": 114.19}

***

No. 3
{"formula": "C14H30CoIO2P2Si", "method": "ωB97M-V/def2-TZVPD", "symbols": ["C", "C", "H", "H", "H", "O", "I", "Co", "P", "C", "C", "H", "H", "H", "H", "H", "H", "C", "H", "H", "H", "P", "C", "C", "H", "H", "H", "C", "H", "H", "H", "H", "H", "H", "C", "O", "C", "Si", "C", "C", "C", "C", "H", "H", "H", "H", "H", "H", "H", "H", "H"], "xyz": [[2.642812, 1.120286, -6.649649], [2.118742, 0.326170, -5.470516], [2.881100, 0.383835, -7.430974], [3.569556, 1.653893, -6.414194], [1.889661, 1.803589, -7.055489], [2.003455, -0.879297, -5.461360], [1.536517, 1.469457, -3.662586], [0.301547, -0.342219, -0.917522], [-1.689493, 0.175534, -1.426495], [-3.023886, -1.020525, -1.154168], [-2.258697, 1.635197, -0.523840], [-3.340216, 1.752878, -0.641215], [-2.734528, 0.589272, -3.593394], [-1.734500, 2.527032, -0.887359], [-1.115109, 1.397078, -3.412154], [-3.219234, -1.111210, -0.078061], [-1.971966, 1.453394, 0.522467], [-1.710853, 0.492646, -3.208207], [-3.920422, -0.656496, -1.679181], [-1.200060, -0.354966, -3.678272], [-2.711153, -2.002844, -1.531187], [2.163276, -0.166957, 0.066424], [2.788605, -1.542348, 1.072659], [3.437633, 0.045440, -1.214523], [2.284632, 2.184096, 0.661262], [3.131248, 1.168546, 1.876320], [1.335872, 1.175920, 1.794478], [2.261889, 1.233150, 1.213085], [3.294653, 1.030009, -1.687696], [4.467787, -0.045452, -0.846137], [3.858524, -1.399740, 1.295523], [2.649110, -2.484286, 0.531505], [3.248839, -0.733996, -1.960200], [2.227221, -1.592313, 2.010787], [0.301524, -2.058783, -1.223926], [0.206550, -3.222923, -1.356124], [-3.147593, 0.649923, 4.024101], [-1.490165, -0.211434, 3.840524], [-0.362651, 0.602454, 5.110596], [-1.687315, -2.007305, 4.343827], [-0.834177, -0.328559, 2.106985], [-0.356606, -0.391566, 0.948136], [-3.535087, 0.420757, 5.032501], [-3.871929, 0.278270, 3.284129], [-3.085497, 1.744732, 3.935792], [-0.801164, 0.413765, 6.106076], [0.649461, 0.170974, 5.099676], [-0.280828, 1.693231, 4.990886], [-2.288224, -2.509116, 3.571325], [-0.692159, -2.471903, 4.399748], [-2.186700, -2.057294, 5.325614]], "atomic_forces_ev_per_a": [[0.06, -0.21, -0.14], [0.15, -3.62, -1.24], [-0.14, 0.13, 0.33], [-0.33, 0.09, 0.22], [0.12, 0.04, 0.36], [0.09, 3.42, 0.59], [0.10, 0.27, -0.20], [-1.01, 3.08, 3.46], [-3.11, 1.16, -1.77], [0.35, -0.33, 0.17], [0.35, 0.15, 0.02], [0.18, 0.06, 0.08], [0.27, 0.01, 0.03], [-0.18, -0.10, 0.12], [-0.59, -0.42, 0.00], [-0.03, 0.02, -0.25], [-0.42, 0.32, -0.28], [-0.37, 0.33, -0.13], [0.29, -0.22, 0.19], [-0.20, 0.15, -0.15], [-0.33, 0.17, -0.01], [4.57, 0.78, 0.93], [-0.33, -0.37, -0.06], [0.36, 0.23, 0.10], [-0.02, -0.24, 0.21], [-0.11, -0.05, -0.22], [0.34, 0.29, 0.14], [-0.28, 0.34, -0.17], [0.26, -0.55, 0.28], [-0.29, 0.01, 0.06], [-0.44, 0.06, -0.17], [0.16, 0.04, 0.18], [0.21, 0.17, -0.05], [0.07, -0.04, -0.11], [-0.70, -10.25, -1.36], [0.59, 5.74, 0.54], [-0.20, 0.17, -0.74], [-0.82, -0.21, 2.54], [0.62, 0.23, -0.47], [0.17, 0.14, -0.56], [0.42, 0.41, -0.68], [0.15, -0.68, -1.38], [0.28, -0.04, -0.38], [0.04, 0.16, 0.29], [0.02, -0.33, -0.02], [0.02, -0.06, -0.45], [-0.25, 0.16, 0.10], [-0.01, -0.33, 0.00], [0.11, -0.17, 0.43], [-0.37, -0.08, 0.07], [0.19, -0.02, -0.42]], "lowdin_charge": [-0.07, -0.72, 0.11, 0.10, 0.10, 0.04, 1.03, 0.26, 0.71, -0.20, -0.20, 0.08, 0.07, 0.07, -0.05, 0.06, 0.03, -0.29, 0.08, 0.04, 0.06, 0.71, -0.20, -0.30, 0.07, 0.08, 0.02, -0.20, -0.05, 0.07, 0.08, 0.06, 0.04, 0.06, -0.14, 0.21, -0.17, 0.46, -0.16, -0.17, -0.02, -0.17, 0.06, 0.04, 0.05, 0.06, 0.04, 0.04, 0.04, 0.04, 0.06], "gap_ev": [8.261, 4.817], "spin_multiplicity": 5, "largest_force_ev_per_a": 10.359, "e_homo_ev": [-14.907, -15.513], "charge": 2, "mol_weight_g_mol": 506.26}